67
Properties=species:S:1:pos:R:3:forces:R:3 method="wB97M-V/def2-TZVPD" total_energy_ev=-43216.6881 e_homo_ha=-0.31524 fmax_ev_per_a=1.3 e_lumo_ev=0.7 relative_energy_kj_mol=173.55 smiles="COCCN(C(=O)CNC(=O)c1ccco1)[C@@H](C(=O)NC1CCCCC1)c1cccc(OC)c1"
H 2.74442 -2.41369 1.84189 0.1 0.0 0.0
H -1.50197 3.26942 1.02269 0.1 0.0 -0.2
C -3.34839 -5.44579 -0.19021 -0.1 -0.2 0.1
O 0.62320 3.03470 -2.10827 -0.3 0.0 0.2
H 2.91443 -3.09328 -1.85085 0.0 0.0 0.0
H 3.08730 2.59767 6.75719 0.1 -0.1 0.2
O -0.64487 0.33592 0.65687 0.0 -0.1 0.2
C 0.65729 3.33425 2.81627 -0.2 -0.3 -0.2
C 2.84180 -2.21847 0.77209 -0.3 0.1 0.1
H 3.84842 -2.51655 0.46746 0.1 0.0 0.0
H 0.81038 -2.78832 0.34337 -0.1 -0.1 0.1
O -0.09663 -0.09423 -3.61912 0.1 0.1 -0.4
O -2.65945 -4.41887 -0.86085 0.1 0.3 -0.1
H -3.65886 0.62789 -0.00188 0.0 0.1 0.0
O 0.58747 4.52787 2.58358 0.1 0.2 0.1
H -0.78570 3.93032 -3.33447 0.0 -0.1 0.1
H 2.62249 3.04953 -2.30352 0.1 0.0 -0.1
H 3.39720 -0.14927 1.03782 -0.1 0.1 0.0
C 1.74912 3.00578 -2.95114 0.1 0.0 -0.1
C 1.93297 -2.76847 -1.49912 -0.2 0.1 0.0
C -4.16848 -1.37288 0.53985 0.0 0.2 -0.1
H -0.54677 2.17864 -3.57326 0.0 0.1 0.1
O 1.45037 1.45388 4.18332 -0.3 -0.2 -0.4
H -3.18018 -5.40382 0.89080 0.0 0.0 0.0
C 2.14885 1.26276 5.30989 0.4 0.3 0.7
C -0.91119 1.39671 0.10327 0.1 0.3 0.3
C -0.59382 2.97618 -2.81998 -0.2 0.0 -0.1
C -0.58522 2.70555 0.80618 0.1 0.3 0.2
C -2.97619 -3.12666 -0.57230 0.0 0.2 0.0
H -1.79813 3.52387 -1.11939 -0.1 0.0 0.0
C -3.93427 -2.72501 0.34999 0.1 -0.4 0.0
C -0.37352 -0.26806 -2.44557 -0.5 0.1 0.2
H -4.42361 -5.40836 -0.39284 0.0 0.0 0.0
H 0.06173 3.31925 0.16967 -0.2 0.0 0.0
C 1.77423 -1.27804 -1.81603 0.4 0.0 -0.4
H 3.77706 -0.67404 -1.33627 0.1 0.0 0.0
C -3.45917 -0.42062 -0.16299 -0.1 0.0 0.0
H 1.66596 -0.42037 0.85900 0.0 0.1 0.1
C -2.47895 -0.81373 -1.06964 -0.2 -0.3 0.0
N 0.09481 2.39117 2.03442 -0.1 -0.5 -0.1
H 1.17569 -3.33625 -2.04295 0.0 0.0 -0.1
H 0.10476 -0.87017 -0.58469 -0.1 0.1 -0.2
H -4.50239 -3.44444 0.91773 0.0 -0.1 0.0
C -2.25826 -2.16238 -1.28064 -0.1 -0.1 0.0
C -1.72300 0.22610 -1.86687 0.1 -0.1 0.0
C 2.52305 2.45214 5.85917 -0.1 -0.6 -0.1
H 2.31456 0.24868 5.61726 0.0 -0.2 -0.1
H -2.33865 0.49985 -2.73255 0.2 0.0 0.1
C 2.64741 -0.73076 0.49675 0.3 -0.1 -0.1
H 1.75671 3.86638 -3.63018 0.0 0.0 0.0
C 1.36481 2.79227 3.98988 0.5 0.9 0.7
H 1.97145 -4.10459 0.18593 -0.1 0.0 0.0
H 2.57893 0.61771 -1.18688 0.0 0.0 -0.1
C -1.72319 2.69688 -1.82290 0.5 0.4 -0.3
H 2.10526 4.51243 5.10143 0.0 0.2 -0.1
H -2.94172 -6.37717 -0.58098 -0.1 0.0 0.1
N -1.50353 1.46003 -1.10305 -0.2 -0.2 -0.2
H -1.53133 -2.50507 -1.99927 0.1 -0.1 -0.1
H -4.92099 -1.06363 1.25009 -0.1 0.0 0.1
H 0.17889 1.40306 2.24164 0.0 0.1 0.0
C 2.01429 3.45106 5.00126 -0.5 -0.2 -0.8
C 1.81529 -3.04009 -0.00162 0.3 -0.1 -0.1
H 1.76849 2.08412 -3.54385 0.0 0.0 0.0
H -2.66717 2.62096 -2.37054 0.0 0.1 0.1
C 2.76500 -0.44135 -0.99805 -0.2 0.0 0.0
N 0.41947 -0.84927 -1.54798 0.3 -0.2 0.4
H 1.94206 -1.10932 -2.88604 0.0 0.0 0.2